[1]
Here is C60H87I2N4O6PS3SbSiY as an isolated structure from the Open Molecules 2025 dataset. Energies are from wB97M-V/def2-TZVPD.

XYZ file:
```
166
Properties=species:S:1:pos:R:3
C 2.64870 -3.29292 -5.17972
H 7.47606 3.37031 -3.50598
C -4.54815 -1.40487 0.59268
C -1.47253 4.13354 2.59074
H 8.41756 -2.07738 1.45154
H -7.04359 1.27512 -0.64107
H -2.68170 1.88518 4.01444
C -5.54065 2.13011 0.60097
H -3.33432 -3.71682 0.13595
C -6.09483 -0.74792 -5.32651
H 2.43377 -1.41918 -4.15610
O -1.98582 1.33215 -4.59910
C -6.06042 3.42977 -3.84494
C -3.32759 1.16067 3.52067
H 3.38559 0.96006 0.76831
C -4.60422 2.68844 -0.25493
Y -0.61864 0.34471 0.15126
C 6.57965 1.50594 -4.05209
C -0.08014 1.85302 -5.88679
C -4.96955 -1.30433 -4.44592
H 3.97510 2.95869 2.99665
S 2.62244 1.10185 -3.36219
H -2.67471 3.89902 -4.32053
C 6.93023 2.50520 -3.15939
C -3.12693 -1.80504 0.85412
C 2.81955 2.98069 0.35020
C 6.57462 2.40027 -1.82559
H -5.67224 -0.41576 -2.62386
C 3.94955 -2.64212 -3.27593
H 2.16332 -0.42727 3.49650
O -2.34781 -0.96535 1.29711
C 2.95790 -2.36371 -4.20135
C 5.84755 -4.24874 1.18364
H -4.18589 0.95775 4.16112
H -1.95014 -3.82617 -2.74001
C 5.84278 1.30909 -1.38788
H -4.21984 -2.60101 -6.00367
H 2.29528 0.69689 5.74403
H -6.46893 4.17690 -4.52052
H -6.43405 0.20845 -4.93769
H -3.76320 4.67444 -3.15788
H -1.25922 3.13243 -0.66978
H 5.43038 -4.04497 -2.61942
C 5.48342 0.32589 -2.29029
H 6.86227 1.58536 -5.09120
H 3.07032 -5.23417 -5.97922
C -0.80279 2.95846 2.16974
H -0.78652 -3.09009 -3.83514
C 5.57219 -2.40567 -0.33365
C 7.03072 -3.69462 1.64298
N 0.58201 1.14768 -1.50062
C -0.33378 -2.86095 -1.76453
H -3.94758 4.99778 -4.88793
C -4.67887 2.61319 -5.75448
C -0.47732 -0.48947 -5.07279
C -6.97381 1.99875 0.17357
H 5.06924 2.58902 1.67997
C 6.76137 -1.86252 0.11711
H -7.36621 2.94754 -0.19109
H 5.54364 1.22543 -0.35031
H -1.21956 -1.28032 -5.06437
C 1.95175 -3.21373 2.30586
O -4.21316 1.99269 -3.43536
C 7.49196 -2.50849 1.10112
Sb 4.25714 -1.30792 -1.62372
H -3.73837 -3.08392 -4.37958
H -5.74697 -0.61235 -6.34873
H -0.19289 1.16183 4.61388
H 1.87397 -3.07598 -5.89945
S -2.69391 -0.00253 -1.75804
C -1.31242 -2.95520 -2.89267
C -4.64568 3.04295 -4.29005
H 4.59618 1.31341 2.80121
C 0.23141 0.23758 4.22584
H -5.33387 1.76050 -5.89037
Si -3.18350 0.74848 -3.66418
H 2.26868 3.83922 3.38470
H 6.85777 3.17239 -1.12501
H -4.92362 3.10952 -1.19570
H -6.70049 2.55116 -3.85613
C -3.69475 4.23722 -4.15148
H -6.36040 -2.02284 -2.95498
H -3.68198 2.33012 -6.06547
H 1.93117 2.75836 -0.24241
H 2.22832 5.85330 4.62158
S 2.43560 -1.24672 -0.26091
C 2.40460 1.25298 4.81160
H -4.53452 -0.86250 -0.35837
C 4.33287 -4.76564 -4.31663
H -2.52380 4.23397 2.35857
C -1.93742 0.45204 -6.85316
H 1.43325 -3.73432 -0.94069
I -5.93775 -3.01486 0.43790
H 5.56388 -0.36596 -4.31744
H 1.34820 -3.77266 -2.70963
C 4.64409 -3.83920 -3.33531
H -1.93327 -2.05491 -2.91239
C 1.44048 1.12419 -2.30096
H -6.05098 3.83699 -2.83791
C 1.21218 3.91434 3.16604
C 0.53358 5.05090 3.57297
C 3.32528 -4.50030 -5.22938
H 1.84852 -4.21788 1.90114
H 7.58673 -4.18437 2.42761
H 2.57492 -2.60480 1.65028
H 0.52150 1.56441 -6.74501
H -4.67912 -1.85038 -2.39375
H 1.98570 2.24383 4.96724
C 0.60113 -2.54812 2.42194
C 1.22917 6.15778 4.31457
H 7.11861 -0.93071 -0.30146
N -2.73846 -3.07135 0.63232
C -4.55602 -2.68572 -4.97311
H 0.01107 -3.79067 3.96575
H -5.84167 1.31592 2.55498
H -1.15326 -2.62490 3.42830
P 1.40929 1.32991 2.02791
H -2.78779 -0.16606 -6.58039
H 0.35173 -4.88511 -1.78053
H -2.75482 0.24356 3.38311
C 4.24148 2.19548 2.27238
O -0.43877 -2.04765 -0.86659
H 0.35684 -0.77023 -5.71226
C -1.13831 0.78694 -5.58702
H 1.32091 7.04323 3.68361
H -1.30721 -0.08573 -7.55705
H 2.65200 3.92110 0.87036
H -2.53084 3.07776 -1.91026
N -1.43386 1.95810 1.51362
H -5.39518 -3.37475 -4.93060
O 0.29984 -1.60870 1.70825
C 0.57914 2.87098 2.49586
I 2.95957 -3.41160 4.18927
H -2.29901 1.35466 -7.33876
C 3.08467 1.84875 1.34155
C -5.10977 1.67661 1.83990
H 4.87588 -5.69804 -4.36569
H 3.65958 3.10215 -0.33466
H -0.56001 2.80512 -6.10032
H -0.11955 -0.32804 -4.05827
H 5.49084 -5.17925 1.60019
H 0.24449 -0.49864 5.03114
O -3.83385 -0.47307 -4.55017
C -2.81580 2.12140 1.24986
C 0.77296 -3.88155 -1.79174
H 3.46442 1.34056 4.60413
H -1.74201 -3.22729 0.61819
C -2.30083 3.37433 -0.89125
C 5.85481 0.40953 -3.61975
H -2.41247 4.45583 -0.81481
C 5.11970 -3.60215 0.20167
C -3.25478 2.70901 0.05479
C 1.64625 0.51551 3.71267
H -6.93315 -1.43999 -5.32981
H -0.41389 -0.10664 3.41797
H -7.60085 1.65419 0.99385
C -0.82757 5.13595 3.27119
H -5.03128 3.43508 -6.37399
H -4.89470 -0.72275 1.36867
H -1.38619 6.01456 3.57221
H 4.18484 -4.01912 -0.15426
H 0.57228 1.98126 -5.02725
H 0.66548 6.43941 5.20456
N -0.26598 -3.08770 3.30009
C -3.76592 1.67711 2.18156
C -5.46214 -1.41202 -3.00561
```

Calculated values
Relative energy (zero: lowest compared OMol25 entry of this formula, charge and spin): 12.1 kcal/mol
LUMO: -0.05 eV
HOMO level: -6.58 eV
2S+1: 1
Molecular weight: 1580.11 g mol⁻¹



[2]
Here is a 10-piece molecular cluster, C60H90F6O16P4 overall from the Open Molecules 2025 dataset. Energies are from wB97M-V/def2-TZVPD.

XYZ file:
```
176
Properties=species:S:1:pos:R:3
C 9.41639 -14.87074 21.16355
C 11.74088 -20.07422 21.12064
H 6.00368 -26.08760 17.94725
C 17.89254 -16.82289 18.98256
H 5.18198 -15.68167 16.45483
H 10.28031 -26.66077 20.33203
H 11.68117 -16.88429 17.26895
H 1.47542 -27.57332 16.77697
C 13.11910 -15.03539 21.77904
H 5.38425 -23.69652 23.66255
H 10.01542 -23.57452 17.16398
C 9.39695 -26.51333 19.71071
H 5.26197 -23.14319 17.54766
H 16.35227 -18.28612 18.77154
H 7.43257 -17.04062 16.39592
H 1.06428 -26.47454 14.58941
F 9.66355 -26.41389 13.96405
C 14.31377 -20.46149 14.86215
H 13.14335 -25.44909 11.27852
C 5.16471 -21.16296 14.96792
F 13.33578 -21.54103 12.96754
H 12.35917 -14.28149 21.57349
C 11.45162 -25.02909 14.84015
C 11.60286 -22.76597 21.86027
H 12.04282 -19.94380 16.56153
H 10.43159 -24.56289 26.57971
H 11.88005 -19.03018 20.88185
C 7.22018 -20.82632 22.55857
H 9.55978 -26.01664 18.75422
C 9.39149 -16.69881 19.51843
O 13.48372 -15.83162 19.72679
H 13.29342 -19.25831 11.92436
F 7.52189 -17.68545 22.57810
H 8.98728 -27.46847 19.38212
H 17.79732 -16.97824 20.05723
C 9.95139 -19.75052 16.95011
H 13.11415 -23.82054 15.31346
C 5.90893 -25.25258 17.25309
H 11.06908 -19.72171 23.16247
H 6.81215 -17.92220 17.63573
H 12.27785 -20.75376 19.22395
H 11.91118 -15.10365 17.46699
C 14.75214 -18.15267 14.73599
C 10.30824 -24.87081 25.54141
H 8.84182 -24.67872 20.62791
C 13.74087 -19.28270 12.90701
C 12.06829 -21.08969 20.22875
C 9.91952 -22.50045 17.10426
P 4.16324 -19.05955 16.20210
H 11.21324 -15.48753 15.13239
C 6.37286 -20.65739 14.17224
C 13.34000 -24.70248 13.32057
C -0.31516 -22.70208 19.10068
H 10.56270 -14.84188 19.34122
O 4.62367 -19.50539 17.54314
F 10.90724 -22.11486 24.05729
H 8.14766 -24.79927 25.47566
H 8.13709 -22.55948 19.76309
C 7.88490 -21.74443 21.70211
C 8.60403 -17.40887 20.46301
O 15.65275 -16.43717 18.71474
H 11.17275 -24.54270 24.96430
H 8.23628 -18.36100 20.11003
H -1.08730 -23.28538 18.59900
H 2.20766 -27.65048 14.46480
H 10.97260 -26.45480 11.81276
H 0.20215 -17.97119 16.76979
F 7.55857 -20.62267 23.81984
O 6.96152 -26.65741 23.98314
C 9.87166 -15.39367 19.96120
F 7.56569 -22.48610 17.32742
C 6.68672 -16.93811 17.18413
O 2.57449 -18.60983 16.16664
H 14.14599 -17.20713 12.89959
H -0.05712 -18.49713 15.25800
H 14.24061 -21.38057 15.42461
H 5.36528 -25.48974 16.33859
O 1.65448 -23.12584 17.71659
H 7.42060 -25.64588 20.04400
H 6.39012 -20.74655 13.08603
H 1.79042 -20.20730 17.11005
H 1.04741 -24.35091 19.15005
O 8.26299 -26.38550 21.74674
P 7.66710 -25.70332 23.06827
H 12.49502 -16.55242 14.79881
C 5.15122 -24.09191 18.07281
H 4.56947 -16.72969 17.60560
H 13.97856 -17.04075 21.30914
H 6.67753 -19.63271 14.38511
O 4.91636 -17.71223 15.68144
H 5.76185 -19.32419 22.55794
O 4.25587 -20.06975 14.91452
H 3.60468 -23.90644 21.96350
C 8.76098 -20.42816 17.22585
C 12.69422 -24.47830 14.56686
H -0.64058 -22.85324 20.12994
O 13.71359 -18.28777 18.71074
O 3.24229 -23.74242 15.76548
C 9.00299 -24.36717 24.95624
H 8.96712 -23.27842 24.99398
H -0.33676 -21.64400 18.83973
H 5.04168 -19.64210 20.19607
H 5.66060 -23.81905 18.99703
H 15.21168 -19.37370 16.44876
H 8.54509 -15.31067 23.08641
C 11.32653 -20.46419 22.42164
H 11.59715 -23.78233 22.22547
H 3.13120 -26.95527 16.86105
O 13.60236 -16.12040 17.28816
H 6.17030 -21.25320 18.75453
H 12.20195 -16.81146 21.01668
H 9.68488 -17.23934 18.63066
C 14.81435 -19.33650 15.44519
C 2.09018 -26.66114 14.90695
H 7.81319 -19.92615 17.35274
H 15.01518 -17.21930 15.21140
H 12.25913 -23.30239 19.96205
H 10.28503 -25.96042 25.55890
H 12.86492 -14.82568 15.19268
C 11.45395 -25.84446 12.56256
C 11.13375 -21.83960 16.89173
C 4.66417 -23.84606 21.71463
O 6.72058 -24.54471 22.43892
H 1.59582 -20.42168 15.48774
H 14.06420 -14.50111 21.68196
H 4.70283 -22.04504 14.52441
H 12.92110 -15.29962 22.81783
H 7.27371 -21.20634 14.44654
H 2.85101 -25.97987 14.52604
C 10.84079 -25.71410 13.79503
C 8.69562 -15.63628 22.06773
H 8.65189 -22.33287 22.18362
C 6.22640 -20.05555 21.91319
O 8.96631 -24.82337 23.56933
C 6.46875 -21.14626 19.78694
C 11.25064 -21.78057 22.79732
C 5.22403 -16.73446 16.73402
H 7.06250 -16.12400 17.80388
H 6.87509 -24.90668 16.88566
C 8.41395 -25.67196 20.49198
C 11.12503 -20.44539 16.83074
H 4.64277 -24.50892 20.84961
H 18.70084 -17.46915 18.64035
C 1.58255 -19.61402 16.21959
C 13.18722 -16.34541 21.02917
C 13.80118 -20.45430 13.58017
C 8.73999 -21.81990 17.27762
H 9.73151 -13.87126 21.42460
H 12.09031 -22.32455 16.76434
C 8.25644 -16.91584 21.68779
C 5.81418 -20.26433 20.62323
C 7.52065 -21.87204 20.32328
C 12.00548 -22.44863 20.57292
C 0.24700 -18.91098 16.21943
H 10.01226 -18.69113 16.74914
H 4.99679 -25.35265 23.29097
H 18.18012 -15.80223 18.73030
H 16.65946 -17.48315 17.25605
H -0.52554 -19.62280 16.51024
H 10.86547 -24.94843 15.74366
C 12.24443 -15.69252 15.42001
C 1.11754 -23.27499 18.99010
O 3.76939 -24.47814 18.27714
P 14.09830 -16.85202 18.61678
C 12.23361 -16.00315 16.94256
C 12.67233 -25.28962 12.23721
O 1.72676 -25.56670 17.03090
H 4.99851 -22.83344 21.48897
H 5.55008 -21.42653 15.95287
C 16.61358 -17.32296 18.33324
H 1.80089 -22.79365 19.68971
P 2.64440 -24.20921 17.08808
C 2.13522 -26.76528 16.46099
C 5.42515 -24.44324 22.86956
H 14.34662 -24.33633 13.18262
C 14.21203 -18.12925 13.45791
```

Calculated values
LUMO: 0.48 eV
HOMO level: -8.84 eV
2S+1: 1
Molecular weight: 1305.25 g mol⁻¹